1.
Formula: C31H37IN4O2PdSi2
Source: OMol25
Level of theory: ωB97M-V with the def2-TZVPD basis set

Structure (XYZ):
```
78
Properties=species:S:1:pos:R:3:forces:R:3:lowdin_charge:R:1
Pd -1.07165 0.30921 -0.15215 1.15 0.06 0.16 0.870
C -0.91870 3.10146 2.75194 0.09 -0.01 -0.06 -0.175
Si -1.79850 1.42688 2.89406 -0.24 0.19 0.22 0.430
C -3.54786 1.50237 2.23485 0.01 -0.07 -0.19 -0.197
C -2.02347 1.26431 4.78399 0.10 -0.13 0.05 -0.203
C -0.79095 0.10747 2.09030 -0.40 -0.13 -0.47 -0.396
C -1.45590 -1.20777 1.84425 0.09 -0.13 0.20 -0.422
C -2.09120 -2.06600 2.73685 -0.05 0.06 0.06 -0.033
C -2.55834 -3.28504 2.27088 0.05 -0.03 -0.03 -0.082
C -2.39913 -3.62328 0.93726 0.00 0.00 0.05 -0.096
C -1.81435 -2.70358 0.08186 0.11 -0.05 -0.08 -0.204
N -1.33809 -1.55287 0.54897 -0.46 -0.13 0.23 -0.057
Si 0.90110 -0.24357 2.70735 0.36 -0.01 0.22 0.448
C 0.98501 -0.46761 4.59961 -0.15 0.08 0.09 -0.199
C 2.17344 1.13667 2.44254 -0.06 0.09 -0.12 -0.181
C 1.53848 -1.91134 2.11147 -0.04 -0.02 -0.27 -0.162
H -1.61714 3.88108 2.43608 0.01 -0.01 -0.02 0.024
H -0.10793 3.07468 2.02307 -0.02 0.01 0.01 -0.007
H -0.49801 3.39567 3.71885 0.01 0.00 -0.01 0.017
H -3.89855 2.53430 2.13450 0.02 0.00 0.07 0.024
H -4.24026 0.96364 2.88792 0.02 0.00 0.01 0.025
H -3.61179 1.04715 1.24158 -0.08 0.01 0.00 -0.070
H -2.71397 2.04098 5.13156 -0.01 -0.01 -0.04 0.019
H -1.07970 1.39295 5.31910 -0.03 0.00 0.02 -0.005
H -2.43963 0.29383 5.07215 -0.03 0.03 -0.01 0.012
H -2.20970 -1.77273 3.77264 0.01 0.01 -0.01 0.097
H -3.05006 -3.97314 2.94993 -0.02 0.02 0.00 0.095
H -2.79095 -4.54866 0.53960 0.04 -0.01 0.00 0.095
H -1.67736 -2.87728 -0.97745 -0.06 0.10 -0.02 0.081
H 0.87700 0.48397 5.12641 0.01 -0.02 0.01 0.003
H 1.95076 -0.89960 4.88521 0.00 0.00 -0.05 0.020
H 0.19649 -1.13527 4.96096 0.03 -0.01 -0.01 0.021
H 2.23354 1.76281 3.33720 0.00 0.01 -0.02 0.020
H 1.90235 1.77668 1.60240 0.01 -0.01 0.00 -0.007
H 3.16671 0.71890 2.25181 -0.01 0.00 0.00 0.018
H 1.27908 -2.68525 2.83947 0.00 0.03 0.02 0.032
H 2.62273 -1.92128 1.96473 -0.01 0.02 0.06 0.028
H 1.07966 -2.18973 1.16333 0.04 -0.01 -0.01 0.009
N 3.87105 0.78311 -0.68767 0.01 -0.03 -0.02 0.109
C 2.53254 1.07589 -0.82298 0.05 0.00 -0.03 -0.190
N 1.77840 0.03784 -0.95953 0.43 -0.16 -0.23 0.155
C 2.66069 -1.04028 -0.94595 -0.01 0.07 0.00 -0.225
C 2.40408 -2.39736 -1.13022 -0.06 -0.03 -0.04 -0.010
C 3.47454 -3.26652 -1.03858 0.06 -0.01 -0.03 -0.095
C 4.77901 -2.81092 -0.78092 -0.05 0.01 0.03 -0.122
C 5.05554 -1.46330 -0.64035 -0.04 0.06 0.00 -0.051
C 3.97298 -0.59253 -0.74226 0.06 0.01 0.03 -0.217
H 4.60573 1.43513 -0.48834 -0.01 0.02 0.00 0.141
H 2.18577 2.09697 -0.83363 0.00 -0.01 0.06 0.100
H 1.39559 -2.71812 -1.37401 -0.01 0.01 0.04 0.099
H 3.30976 -4.32782 -1.17909 -0.01 0.00 0.02 0.093
H 5.58612 -3.52845 -0.68976 0.00 -0.01 -0.05 0.085
H 6.06233 -1.10322 -0.46382 0.01 -0.03 0.01 0.092
I -4.51385 -0.93896 -0.88441 -0.59 -0.26 -0.06 -0.459
C -2.43804 2.17088 -0.91215 -0.11 0.16 -0.06 -0.180
C -3.07788 3.39348 -1.21247 0.08 0.13 0.04 -0.121
C -2.39321 4.59139 -1.17777 0.03 -0.06 0.01 -0.121
C -1.01930 4.57796 -0.91367 -0.07 0.05 -0.08 -0.116
C -0.42617 3.37011 -0.62955 0.19 -0.03 0.12 -0.179
N -1.13637 2.23953 -0.59774 -0.39 0.17 -0.10 -0.133
H -4.13935 3.37675 -1.43770 0.01 -0.01 -0.02 0.078
H -2.90160 5.53907 -1.33868 0.01 -0.01 -0.08 0.082
H -0.42349 5.48164 -0.92497 -0.01 0.01 0.05 0.082
H 0.63010 3.32991 -0.38758 -0.01 -0.11 0.04 0.077
O -0.32392 -2.34815 -2.65177 0.06 0.12 0.03 -0.063
C -0.46202 -1.18194 -3.08344 0.08 -0.15 0.02 -0.635
O -0.76433 -0.13777 -2.47155 -0.19 0.19 0.24 -0.098
C -0.20319 -0.98620 -4.58057 -0.05 -0.08 -0.03 -0.120
C 0.55117 -1.91461 -5.28962 -0.02 -0.01 -0.04 -0.039
C 0.78118 -1.75186 -6.65015 -0.01 0.04 0.03 -0.115
C 0.24215 -0.65901 -7.31982 0.01 -0.02 0.03 -0.136
C -0.52411 0.26470 -6.61843 0.02 -0.02 0.01 -0.108
C -0.73609 0.10582 -5.25462 -0.01 0.08 -0.06 -0.025
H 0.93832 -2.76849 -4.74778 -0.01 -0.01 0.00 0.105
H 1.37107 -2.48291 -7.19269 0.02 0.01 0.00 0.084
H 0.41678 -0.52959 -8.38251 -0.02 -0.01 -0.01 0.080
H -0.96164 1.10884 -7.14012 0.01 0.01 0.01 0.087
H -1.32347 0.81799 -4.68823 0.01 -0.02 0.03 0.115
```
Positions in Å, forces in eV/Å.

- HOMO level (eV) = -0.5
- molar mass (Da) = 787.16
- HOMO-LUMO gap (eV) = 4.728
- net charge = -2



2.
Formula: C31H38AgBrN3O5P2S2
Source: OMol25
Level of theory: ωB97M-V with the def2-TZVPD basis set

Structure (XYZ):
```
83
Properties=species:S:1:pos:R:3:forces:R:3:lowdin_charge:R:1
Ag -0.44332 -0.04106 -0.29843 -0.21 0.32 -0.22 0.556
C 1.45440 4.45623 -0.73162 -0.02 0.08 -0.01 -0.302
P 0.10417 3.22194 -0.92863 0.09 -0.07 0.12 0.779
C 0.04510 3.13403 -2.76172 0.01 0.02 -0.03 -0.321
C -1.37371 4.30517 -0.66245 0.04 0.02 0.01 -0.457
C -2.65979 3.60098 -1.10596 -0.11 -0.01 -0.02 -0.455
P -2.73730 1.80621 -0.63072 0.20 -0.14 0.09 0.824
C -4.40801 1.42100 -1.27509 -0.01 -0.02 -0.04 -0.287
C -3.09942 1.99103 1.15279 -0.03 0.10 0.00 -0.292
H 1.37774 5.28407 -1.44210 -0.01 0.02 -0.01 0.033
H 2.41340 3.95469 -0.87146 0.01 -0.01 -0.01 0.016
H 1.43229 4.86291 0.28142 0.01 -0.02 0.02 0.028
H -0.12896 4.12061 -3.20245 0.00 0.00 0.00 0.039
H -0.74780 2.45366 -3.07461 0.00 -0.03 0.00 0.027
H 0.98870 2.72818 -3.12458 0.00 -0.01 0.01 -0.007
H -1.25737 5.25663 -1.19499 0.01 0.00 0.02 0.071
H -1.42522 4.53489 0.40611 0.03 -0.01 0.00 0.064
H -2.74100 3.64186 -2.19619 0.00 -0.02 0.00 0.065
H -3.53809 4.11816 -0.70227 -0.01 0.00 -0.04 0.070
H -5.13152 2.19527 -1.00426 0.00 0.00 0.01 0.033
H -4.71446 0.46406 -0.85572 0.01 -0.02 0.01 0.024
H -4.37491 1.32596 -2.36138 0.00 0.01 -0.01 0.034
H -4.00622 2.58322 1.31085 -0.01 0.00 0.00 0.039
H -2.25578 2.47940 1.64148 0.01 -0.02 0.01 0.019
H -3.20551 1.00016 1.58800 0.00 -0.03 -0.01 0.021
N 0.71743 -1.87952 0.69346 0.24 -0.40 0.28 0.170
C 0.70494 -2.94208 0.25555 -0.20 0.24 -0.03 -0.142
C 0.59992 -4.22752 -0.37062 0.02 0.01 -0.05 -0.215
C -0.40522 -5.10769 0.02415 0.05 0.02 -0.06 -0.034
C -0.53671 -6.32136 -0.62814 -0.02 0.01 0.03 -0.092
C 0.32626 -6.65115 -1.66382 0.00 0.00 -0.02 -0.096
C 1.32207 -5.76757 -2.05639 0.01 -0.01 -0.01 -0.081
C 1.46471 -4.54951 -1.41354 -0.04 -0.03 0.06 -0.016
H -1.08390 -4.82234 0.81621 -0.02 0.01 0.00 0.123
H -1.32761 -7.00138 -0.33931 0.00 0.00 0.00 0.104
H 0.21067 -7.59545 -2.17960 0.00 -0.02 -0.01 0.099
H 1.98487 -6.02200 -2.87309 0.00 -0.01 0.00 0.102
H 2.22362 -3.83998 -1.71276 0.01 0.02 0.00 0.124
O 5.06169 0.32981 2.08693 -0.01 -0.03 -0.06 -0.324
S 5.19361 -0.18234 0.74316 0.04 0.04 0.10 0.611
O 6.10761 -1.27634 0.54740 -0.01 -0.04 0.00 -0.314
N 3.73115 -0.49917 0.10168 -0.05 -0.15 0.08 -0.104
C 3.43731 0.30363 -0.89128 -0.03 0.22 0.03 -0.845
S 1.99613 0.36598 -1.75825 -0.17 -0.11 -0.07 0.595
C 4.52901 1.29627 -1.21106 -0.03 0.00 -0.05 -0.235
C 4.55181 2.27916 -2.18764 0.04 -0.05 0.04 -0.051
C 5.67385 3.09236 -2.27588 -0.03 0.01 -0.02 -0.080
C 6.74712 2.93027 -1.40299 0.04 0.02 0.01 -0.088
C 6.72229 1.94602 -0.42328 0.00 0.00 0.00 -0.044
C 5.59992 1.14567 -0.35670 0.02 0.05 -0.01 -0.226
H 3.70602 2.38669 -2.85333 -0.01 0.01 -0.02 0.087
H 5.71667 3.86534 -3.03298 0.00 0.01 0.00 0.098
H 7.60904 3.58003 -1.48980 0.01 0.00 0.00 0.097
H 7.54803 1.81173 0.26240 0.01 -0.01 0.01 0.116
C 1.42087 1.99887 4.90223 0.01 0.03 0.04 -0.060
N 0.32447 1.39093 4.17537 -0.01 0.07 0.02 -0.154
C -0.92438 1.09488 4.85079 -0.02 -0.03 0.03 -0.048
C 0.41325 1.08315 2.85199 -0.09 -0.23 0.12 -0.499
C 1.71678 1.36908 2.17438 0.06 0.05 -0.13 -0.004
O -0.54741 0.58004 2.28005 0.00 0.15 -0.19 -0.023
H 1.05346 2.34139 5.86801 0.01 0.00 -0.01 0.079
H 1.82092 2.86447 4.37257 0.01 -0.01 0.01 0.084
H 2.24159 1.29742 5.07369 0.00 0.01 0.01 0.093
H -0.75606 1.08827 5.92639 0.00 0.00 0.00 0.077
H -1.29275 0.12016 4.53565 0.00 0.01 0.00 0.089
H -1.69777 1.83116 4.61405 0.00 0.00 0.00 0.088
H 2.57315 0.99581 2.73454 0.03 -0.01 -0.02 0.074
H 1.83737 2.44737 2.04049 0.03 0.02 0.00 0.087
H 1.70142 0.89895 1.19801 0.03 -0.04 -0.10 0.025
Br -2.41723 -4.07992 -3.11681 -0.03 -0.04 0.00 0.787
C -3.66616 -4.09025 -1.68082 0.07 -0.01 -0.10 -0.591
C -4.56877 -5.14907 -1.69643 0.00 -0.01 0.00 -0.160
C -5.53454 -5.25733 -0.71226 0.00 0.02 0.03 -0.105
C -5.60360 -4.29539 0.28690 -0.02 -0.04 -0.01 -0.094
C -4.70598 -3.24465 0.28214 0.07 0.05 0.02 -0.033
C -3.71264 -3.11336 -0.69066 0.00 -0.01 0.06 -0.147
C -2.75196 -1.92175 -0.54674 -0.05 -0.07 -0.12 -0.674
O -1.71659 -1.94908 -1.24291 0.20 0.16 0.04 -0.142
O -3.08658 -1.04043 0.26811 -0.12 -0.02 0.13 -0.092
H -4.50579 -5.88202 -2.48899 0.00 0.00 0.00 0.083
H -6.22987 -6.08694 -0.73271 -0.01 -0.01 0.01 0.095
H -6.35336 -4.36400 1.06500 -0.01 -0.01 0.00 0.095
H -4.73162 -2.47459 1.04148 -0.01 0.01 0.01 0.111
```
Positions in Å, forces in eV/Å.

- HOMO level (eV) = -4.9
- molar mass (Da) = 846.52
- HOMO-LUMO gap (eV) = 7.493
- net charge = -1



3.
Formula: C31H38BF2N2P2Si2Zr
Source: OMol25
Level of theory: ωB97M-V with the def2-TZVPD basis set

Structure (XYZ):
```
79
Properties=species:S:1:pos:R:3:forces:R:3:lowdin_charge:R:1
Zr 0.06943 0.01642 -0.41765 0.08 -0.34 0.15 1.498
C -0.53148 4.54682 1.46493 0.00 0.02 0.01 -0.162
Si -0.06466 3.46881 0.02304 -0.04 -0.06 -0.05 0.357
C 1.32138 4.20735 -0.97500 -0.01 -0.01 0.00 -0.153
C -1.54632 3.16936 -1.09073 0.02 0.01 0.00 -0.186
N 0.34259 1.83959 0.56785 0.01 0.17 0.05 -0.414
P 1.59188 1.25857 1.49935 -0.01 0.06 0.10 0.689
C 1.82028 -0.27540 0.83278 -0.10 -0.29 -0.05 -0.529
P 1.27499 -1.80900 1.33539 0.01 0.18 0.00 0.700
N -0.22115 -1.85977 0.63917 0.12 0.15 -0.11 -0.398
Si -1.43352 -3.11257 0.46791 -0.05 0.00 0.04 0.322
C -0.95999 -4.71476 1.29004 0.02 0.03 0.04 -0.159
C -3.00090 -2.49108 1.30020 0.03 -0.05 0.03 -0.174
C -1.68778 -3.44806 -1.35391 0.01 0.02 -0.02 -0.166
C 1.18562 -2.09323 3.10979 0.00 0.00 -0.01 -0.305
C -0.02058 -1.93314 3.78293 -0.02 0.01 0.02 -0.086
C -0.08087 -2.11772 5.15696 0.00 0.00 -0.02 -0.066
C 1.06463 -2.46162 5.85897 0.00 -0.01 0.01 -0.068
C 2.27558 -2.60510 5.19365 0.02 -0.01 -0.01 -0.065
C 2.34026 -2.41778 3.82273 -0.02 0.02 0.02 -0.086
C 2.33163 -3.11190 0.67466 -0.02 -0.02 0.00 -0.291
C 3.04076 -2.86364 -0.49907 0.01 0.02 -0.03 -0.077
C 3.79888 -3.86624 -1.08322 -0.02 0.00 0.03 -0.064
C 3.85953 -5.12099 -0.49264 0.01 0.01 -0.01 -0.064
C 3.16479 -5.37242 0.68214 -0.01 -0.01 0.01 -0.063
C 2.40059 -4.37316 1.26492 0.02 0.00 -0.01 -0.101
C 3.02329 2.33067 1.34607 0.00 0.01 0.00 -0.312
C 3.13890 3.47835 2.12965 0.00 -0.01 -0.01 -0.091
C 4.19443 4.35153 1.92078 0.00 0.01 0.01 -0.065
C 5.13375 4.07959 0.93397 0.00 0.01 0.00 -0.063
C 5.02747 2.93082 0.16200 -0.01 -0.01 0.00 -0.062
C 3.97349 2.05372 0.36822 0.01 0.00 -0.01 -0.076
C 1.11005 1.32306 3.23229 -0.01 0.00 -0.02 -0.306
C -0.19719 1.62806 3.59545 -0.01 0.01 0.00 -0.087
C -0.56180 1.64327 4.93503 0.01 0.00 0.00 -0.067
C 0.37756 1.34351 5.90944 0.00 0.00 -0.01 -0.068
C 1.68242 1.02679 5.54954 0.01 0.00 0.01 -0.067
C 2.05123 1.01919 4.21551 -0.01 0.01 0.00 -0.081
H -0.78463 5.55002 1.11403 0.00 0.00 0.00 0.042
H 0.29134 4.64632 2.17567 0.00 0.00 0.00 0.024
H -1.39570 4.15403 2.00367 0.00 0.01 0.00 0.031
H 0.99370 5.14359 -1.43344 -0.01 0.00 0.00 0.043
H 1.62161 3.53075 -1.77897 0.01 0.01 0.00 0.042
H 2.20316 4.42397 -0.37028 0.00 0.00 0.01 0.020
H -1.89868 4.09134 -1.55710 0.02 0.01 0.00 0.045
H -2.38759 2.75259 -0.52919 0.00 -0.01 0.00 0.021
H -1.28800 2.48927 -1.91250 -0.02 0.00 0.00 0.023
H -0.63711 -4.56282 2.32297 -0.01 -0.01 -0.01 0.030
H -0.16659 -5.23313 0.75098 0.00 0.00 0.00 0.030
H -1.83323 -5.37163 1.31547 0.00 0.00 -0.02 0.046
H -2.89553 -2.62237 2.38072 -0.02 0.00 0.00 0.030
H -3.87366 -3.07055 0.99112 0.00 0.01 -0.01 0.046
H -3.22755 -1.43315 1.14483 0.01 0.00 -0.04 -0.002
H -0.76048 -3.85573 -1.76529 -0.02 -0.03 -0.01 0.043
H -1.94726 -2.58748 -1.97721 -0.02 0.03 0.04 0.005
H -2.47408 -4.19413 -1.49033 0.01 -0.01 -0.03 0.045
H -0.91203 -1.65942 3.23154 0.01 0.00 0.00 0.089
H -1.02156 -1.99427 5.67752 0.00 0.00 0.00 0.113
H 1.01556 -2.61707 6.92894 0.00 0.00 0.00 0.112
H 3.16976 -2.86874 5.74308 0.00 0.00 0.00 0.112
H 3.28579 -2.53399 3.30656 0.00 0.00 -0.01 0.118
H 3.00971 -1.87701 -0.94539 0.00 0.00 0.01 0.091
H 4.34897 -3.66490 -1.99253 0.00 0.00 0.00 0.110
H 4.45700 -5.90200 -0.94419 0.00 0.00 0.00 0.111
H 3.21928 -6.34703 1.14892 0.00 0.00 -0.01 0.112
H 1.86755 -4.57806 2.18421 -0.01 0.00 -0.01 0.102
H 2.41219 3.68547 2.90631 0.00 0.00 0.00 0.105
H 4.28728 5.24046 2.53039 0.01 0.00 0.00 0.112
H 5.95747 4.76240 0.77261 0.00 0.00 0.00 0.111
H 5.76772 2.71728 -0.59735 0.00 0.00 0.00 0.111
H 3.88221 1.14808 -0.21943 0.00 0.00 0.00 0.099
H -0.92519 1.86386 2.82989 0.00 0.00 0.00 0.087
H -1.57618 1.89425 5.21648 0.00 0.00 0.00 0.110
H 0.09503 1.35697 6.95411 0.00 0.00 0.00 0.112
H 2.41346 0.78977 6.31123 0.00 0.00 0.00 0.114
H 3.07233 0.78334 3.93726 0.00 0.00 0.00 0.122
F -3.78184 -0.25831 -1.39226 0.02 0.01 0.00 0.249
B -2.59431 -0.15849 -1.02483 -0.01 0.01 0.03 -0.011
F 0.44947 -0.06848 -2.29874 -0.02 0.05 -0.09 -0.497
```
Positions in Å, forces in eV/Å.

- HOMO level (eV) = -11.1
- molar mass (Da) = 696.81
- HOMO-LUMO gap (eV) = 7.757
- net charge = +1